No. 1
A structure of composition C22H28N5O5PdS2, computed with wB97M-V/def2-TZVPD.

Positions of all 63 atoms, in Å:
O -0.011 -1.783 -0.513
H 3.591 3.415 -4.276
H -2.542 -6.707 -2.930
C -3.746 0.571 -1.648
H 7.410 3.914 -2.313
C -3.963 0.722 -0.151
N -0.139 -0.133 2.731
C -1.199 -2.314 -0.296
H -4.934 1.159 0.101
H -1.712 -1.600 2.950
H 2.654 -0.807 1.401
O -1.367 1.463 0.060
H -3.880 -0.229 0.374
H 0.600 1.741 6.206
S 1.707 1.224 -0.311
O -1.903 -1.678 0.523
H -4.338 -0.276 -1.993
H -3.830 4.363 1.796
C -3.083 -5.361 -1.323
C -2.289 -5.814 -2.374
H -1.220 -1.214 5.629
N 3.437 -0.291 1.030
H -5.110 3.508 0.918
H 5.856 4.426 -4.192
C -0.769 -3.964 -2.048
C -1.153 -5.104 -2.712
C -0.767 -0.769 4.759
O 0.684 -4.913 -4.075
H -2.185 3.919 -0.030
H 4.355 -0.675 1.208
H -2.703 0.371 -1.889
C -4.205 4.107 0.807
C 3.808 2.370 -2.447
N -0.309 -5.570 -3.833
H -3.343 -3.857 0.184
C 5.534 3.771 -3.392
C 6.421 3.476 -2.331
C 0.599 0.522 3.627
H -4.489 5.027 0.299
H 2.839 1.906 -2.504
C 6.019 2.640 -1.341
H -3.972 -5.912 -1.048
H 6.684 2.405 -0.517
H 1.349 1.265 3.410
H 0.359 0.146 6.938
H 0.127 -3.444 -2.353
C -2.734 -4.214 -0.635
H 1.888 0.509 6.125
C 0.816 0.681 6.111
C 4.236 3.202 -3.435
C -1.574 -3.520 -1.001
H -4.071 1.446 -2.208
C 4.694 2.081 -1.362
H -3.456 3.234 -1.062
Pd -0.262 -0.110 0.669
N 4.410 1.245 -0.326
N 0.242 0.163 4.857
C -3.145 3.402 -0.033
H 5.231 0.998 0.217
S -2.787 1.792 0.692
C -1.005 -0.954 3.438
C 3.219 0.676 0.150
O -0.574 -6.645 -4.310

Values from the calculation:
Multiplicity   5
HOMO-LUMO gap (spin up / spin down)   8.02 / 4.87 eV
Total charge   +3
Highest occupied orbital energy (spin up / spin down)   -0.611 / -0.611 hartree

Löwdin population analysis, charges in e, atoms 1 to 5:
1 O -0.068
2 H 0.139
3 H 0.140
4 C -0.095
5 H 0.142

---

No. 2
A cluster of 3 separate species, C28H55F11N9O6P2 in total, computed with wB97M-V/def2-TZVPD.

Positions of all 111 atoms, in Å:
C 4.999 3.137 -3.404
C -3.749 -4.845 2.248
H -0.027 -2.172 1.290
C 5.845 1.840 -1.502
C 4.398 2.014 -4.321
H 7.192 -0.105 -0.338
N 6.209 2.458 -2.819
C -1.742 -1.038 2.824
H -1.488 3.354 -0.131
C -8.226 -6.142 3.412
H 5.621 0.778 -1.587
H -6.026 -5.278 -0.064
H -3.914 2.448 -0.399
N -1.843 -1.101 1.370
F 1.494 4.042 -0.607
O 6.842 0.371 2.535
H 6.442 -0.369 3.003
C 2.677 3.692 -2.618
H -4.197 -1.090 1.171
C 1.621 4.521 -1.830
P -1.609 0.301 0.385
H 0.025 2.435 -0.160
C 5.425 4.237 -4.474
N 4.645 4.871 -1.407
H -4.383 0.522 1.886
H -9.063 -5.974 2.716
H 5.308 -1.020 -3.530
H -1.019 -2.343 -0.165
F 2.621 4.197 -3.862
C -4.314 -0.035 0.946
C -0.746 2.831 0.491
H -3.669 -3.773 2.077
F 7.767 4.638 -4.211
H 5.099 1.933 -5.155
H -4.281 -7.213 2.041
H -8.190 -2.643 0.253
H -9.160 -3.560 1.420
N -5.130 -5.307 2.134
H -3.148 -5.350 1.486
F 6.921 4.723 -6.210
H -6.014 -7.229 1.993
N 5.433 -0.053 -3.833
C 4.323 0.571 -3.834
H 7.128 3.035 -5.241
H 2.969 -0.369 -2.431
C 6.076 0.683 1.376
H -8.642 -6.570 4.326
H -7.593 -5.958 0.420
H 4.516 2.688 -0.121
C 3.021 -0.113 -3.490
C -1.055 -2.255 0.918
C -3.659 1.492 -0.871
H -2.254 1.385 3.121
C -8.175 -3.116 1.237
H 2.148 0.452 -3.795
N -7.102 -4.106 1.324
F 6.694 5.727 -2.127
H -0.281 3.567 1.150
C 4.013 5.327 -0.188
H -1.790 -2.048 3.233
H 5.581 1.641 1.570
H 4.444 -0.520 2.055
C -8.268 -4.051 4.615
P -6.298 -4.199 2.792
H -4.525 1.147 -1.438
O 6.564 4.810 -0.162
H 2.997 -1.044 -4.061
H 6.693 1.818 -3.465
C 7.091 0.823 0.235
F 1.825 5.816 -1.857
H -1.493 -3.181 1.294
N -7.499 -4.939 3.753
H -2.589 -0.512 3.268
O 3.803 6.465 0.008
H -7.503 -4.569 -0.668
C -5.164 -6.726 2.458
H 3.734 1.641 -1.208
H 6.983 3.098 -2.569
H 4.317 -0.143 0.352
H -2.861 1.675 -1.593
H 8.053 0.996 0.715
H -8.026 -2.319 1.969
F 5.207 5.471 -4.023
O 6.875 1.960 -0.608
N -1.319 1.742 1.261
C -2.054 2.192 2.423
H -1.442 2.914 2.967
H -5.180 -6.919 3.539
H -3.008 2.684 2.181
F 4.628 4.147 -5.562
H -0.808 -0.574 3.168
H -8.757 -4.621 5.407
O -0.273 0.036 -0.224
H -7.583 -6.908 2.992
H 3.449 2.277 -4.774
H -5.276 0.068 0.440
C -7.047 -5.033 0.209
H 5.492 -1.358 0.909
H -3.306 -5.058 3.228
C 6.866 4.080 -5.042
C 5.029 -0.396 1.141
C 4.157 3.651 -2.125
H -7.610 -3.328 5.097
O -5.445 -3.535 3.818
N -3.248 0.491 0.110
H -9.043 -3.499 4.066
C 6.034 5.094 -1.180
F 3.711 4.391 0.710
C 4.459 2.452 -1.176
F 2.180 2.448 -2.599
F 0.471 4.310 -2.471

Values from the calculation:
Multiplicity   1
HOMO-LUMO gap   6.79 eV
Total charge   +1
Relative energy (zero: lowest compared OMol25 entry of this formula, charge and spin)   0.0 kJ/mol
Highest occupied orbital energy   -0.350 hartree

Löwdin population analysis, charges in e, atoms 1 to 5:
1 C -0.126
2 C -0.155
3 H 0.080
4 C -0.288
5 C -0.034

---

No. 3
A structure of composition C8H22BrLi2O6, computed with wB97M-V/def2-TZVPD.

Positions of all 39 atoms, in Å:
H -2.009 0.556 0.496
H -4.111 2.483 -2.206
H -2.234 2.040 -3.289
O -0.747 -0.907 -0.446
H 3.473 -2.588 0.701
H 0.314 -2.657 -0.653
H 3.171 -3.486 3.330
C -1.832 -3.147 -1.060
H 3.280 -0.590 0.799
Li -0.632 0.955 -1.295
H 2.060 3.234 0.199
H 0.684 3.084 -2.598
H 4.363 -1.152 3.479
C -3.230 2.214 -1.624
H -4.520 1.145 -0.198
H -2.925 3.094 -1.058
H 1.808 -2.800 1.276
Br -0.484 0.355 3.405
O -2.018 1.881 -2.367
H -0.808 -2.454 0.688
O 4.459 -2.037 3.120
H 0.418 4.358 -1.386
C 2.736 -2.251 1.430
H -1.708 -4.202 -0.813
Li 0.511 -0.025 1.066
H 2.421 -2.044 3.615
O 0.451 1.971 0.201
C 1.020 3.487 -1.643
C 3.128 -2.481 2.910
H -1.932 -2.985 -2.133
H -2.825 -2.916 -0.674
H 1.966 3.964 -1.898
C 1.347 2.730 -0.454
C -0.687 -2.316 -0.386
C -3.484 1.065 -0.525
H -3.369 0.051 -0.911
O -2.560 1.340 0.547
O 2.443 -0.936 1.116
H 2.063 1.968 -0.760

Values from the calculation:
Multiplicity   2
HOMO-LUMO gap (spin up / spin down)   6.89 / 4.02 eV
Total charge   0
Relative energy (zero: lowest compared OMol25 entry of this formula, charge and spin)   0.0 kJ/mol
Highest occupied orbital energy (spin up / spin down)   -0.271 / -0.267 hartree

Löwdin population analysis, charges in e, atoms 1 to 5:
1 H -0.005
2 H 0.117
3 H 0.092
4 O -0.492
5 H 0.130

---

No. 4
A structure of composition Cl2NaO8, computed with wB97M-V/def2-TZVPD.

Positions of all 11 atoms, in Å:
Na -0.884 -0.321 1.123
O 2.874 -3.518 0.855
Cl 2.238 -2.220 0.973
O -1.882 3.614 -1.577
O -2.154 1.376 -2.328
O -0.936 1.728 -0.443
O 2.834 -1.204 0.102
O 0.807 -2.260 0.678
Cl -1.986 2.221 -1.198
O -3.268 2.339 -0.468
O 2.357 -1.756 2.283

Values from the calculation:
Multiplicity   1
HOMO-LUMO gap   7.78 eV
Total charge   -1
Relative energy (zero: lowest compared OMol25 entry of this formula, charge and spin)   0.0 kJ/mol
Highest occupied orbital energy   -0.231 hartree

Löwdin population analysis, charges in e, atoms 1 to 5:
1 Na 0.775
2 O -0.349
3 Cl 0.630
4 O -0.370
5 O -0.350

---

So what do the calculations give for max |F|? Going down the list: 0.0251; 0.1026; 0.0620; 0.1655 hartree/bohr.